(1)
Entry from the Open Molecules 2025 dataset: a cluster of 2 separate species, C3H8NO3 in total at a distorted geometry (wB97M-V/def2-TZVPD).

Geometry as XYZ:
```
15
Properties=species:S:1:pos:R:3:nbo_charge:R:1
O -2.2255 -0.8807 -0.5450 -0.7465
O 0.7539 2.7783 -0.2090 -1.0011
O -1.0054 0.8609 -0.1052 -0.8280
N 1.2765 -0.5900 0.2513 -0.6459
C -1.1143 -0.3462 -0.4825 0.7397
C 1.4808 -1.1884 1.5690 -0.4071
C 0.2028 -1.1233 -0.6538 -0.3445
H 0.0133 -2.1737 -0.7674 0.2009
H 1.1684 0.3935 0.3566 0.3805
H 1.4096 -2.2806 1.5531 0.1742
H 2.4582 -0.9581 1.8100 0.1828
H 0.6085 -0.8243 -1.6404 0.1875
H 0.2068 1.9765 -0.0311 0.5025
H 0.7196 -0.9002 2.3353 0.1615
H 0.8802 2.7754 -1.0985 0.4436
```

## Properties
- HOMO (eV) = -4.05
- 2S+1 = 1
- energy above the lowest of the compared OMol25 structures with the same formula, charge and spin (kJ/mol) = 131.34
- net charge = -1
- HOMO-LUMO gap (eV) = 8.140
- LUMO energy (eV) = 4.087

(2)
Entry from the Open Molecules 2025 dataset: a cluster of 2 separate species, C5H12O in total (wB97M-V/def2-TZVPD).

Geometry as XYZ:
```
18
Properties=species:S:1:pos:R:3:nbo_charge:R:1
O 0.4628 0.5646 0.8129 -0.3443
C -2.1598 -0.5404 -0.4511 -0.8649
C 1.1506 -1.6064 0.1773 -0.6642
C 0.9520 0.3926 -1.5169 -0.7053
C 0.0306 1.8186 0.7555 -0.3018
C 0.8680 -0.1814 -0.1555 0.3410
H -3.2332 -0.4303 -0.6179 0.2139
H 0.3032 2.4268 -0.0962 0.1596
H 1.0833 -0.3962 -2.2630 0.2295
H 0.4830 -2.2853 -0.3740 0.2176
H 1.7846 1.1077 -1.6143 0.2263
H -0.1739 2.2338 1.7311 0.1768
H -1.7480 0.4296 -0.1479 0.2226
H 2.1805 -1.8893 -0.0775 0.2177
H -1.6837 -0.8888 -1.3728 0.2023
H 0.0316 0.9552 -1.7487 0.2300
H -1.9870 -1.2700 0.3451 0.2098
H 1.0007 -1.7757 1.2469 0.2334
```

## Properties
- HOMO (alpha / beta) (eV) = -6.68 / -7.04
- 2S+1 = 1
- energy above the lowest of the compared OMol25 structures with the same formula, charge and spin (kJ/mol) = 332.00
- HOMO-LUMO gap (alpha / beta) (eV) = 7.652 / 7.989
- LUMO energy (alpha / beta) (eV) = 0.968 / 0.950

(3)
Entry from the Open Molecules 2025 dataset: a cluster of 2 separate species, CH5NO2 in total at a distorted geometry (wB97M-V/def2-TZVPD).

Geometry as XYZ:
```
9
Properties=species:S:1:pos:R:3:nbo_charge:R:1
O 1.1520 -0.7520 0.3439 -0.2750
O -0.2817 0.3600 -0.6082 -0.3553
N 2.3790 -0.5218 0.1409 -0.3228
C -1.5358 0.1423 -0.0774 -0.2907
H -1.9273 1.1050 -0.4470 0.2160
H 2.6012 -0.7763 -0.7658 0.3314
H 2.9711 0.1789 0.5107 0.3411
H -1.3386 0.1232 1.0125 0.1908
H -1.9684 -0.7037 -0.4789 0.1643
```

## Properties
- HOMO (alpha / beta) (eV) = -9.80 / -8.94
- 2S+1 = 1
- energy above the lowest of the compared OMol25 structures with the same formula, charge and spin (kJ/mol) = 599.81
- HOMO-LUMO gap (alpha / beta) (eV) = 10.340 / 9.128
- LUMO energy (alpha / beta) (eV) = 0.538 / 0.189

(4)
Entry from the Open Molecules 2025 dataset: an isolated molecule of C4H8N2O (wB97M-V/def2-TZVPD).

Geometry as XYZ:
```
15
Properties=species:S:1:pos:R:3:nbo_charge:R:1
O 1.4973 -1.6359 -0.5745 -0.6212
N -0.4125 1.3242 0.3532 -0.6089
N 2.1232 0.3866 0.2693 -0.8217
C 1.2163 -0.5298 -0.1415 0.6634
C -0.7257 0.9105 -1.0149 -0.2357
C -0.2265 -0.0757 -0.0265 -0.0169
C -1.1509 -1.1397 0.5120 -0.6149
H 3.1037 0.1618 0.2221 0.4031
H -0.0612 1.3055 -1.7799 0.2058
H -1.7704 0.8297 -1.3107 0.1975
H -2.1981 -0.8259 0.4387 0.2054
H -1.2604 1.4338 0.9034 0.3602
H -0.9224 -1.3492 1.5633 0.2154
H 1.8000 1.2680 0.6400 0.4210
H -1.0122 -2.0638 -0.0539 0.2475
```

## Properties
- HOMO (eV) = -9.54
- 2S+1 = 1
- energy above the lowest of the compared OMol25 structures with the same formula, charge and spin (kJ/mol) = 110.89
- SMILES = C[C@@]1(C(N)=O)CN1
- HOMO-LUMO gap (eV) = 10.543
- LUMO energy (eV) = 1.005

(5)
Entry from the Open Molecules 2025 dataset: a structure of composition C20H31BDyNO2 at a distorted geometry (wB97M-V/def2-TZVPD).

Geometry as XYZ:
```
56
Properties=species:S:1:pos:R:3:lowdin_spin:R:1
Dy -0.1963 -0.4574 2.1164 5.1080
O -0.1920 -0.1017 -3.4489 0.0000
O 0.5328 1.6804 1.0995 -0.0056
N 0.5101 0.5098 4.0908 -0.0114
C 1.0446 3.0141 0.6671 0.0000
C 0.0411 -0.6823 -4.7661 0.0000
C -1.1064 -1.5560 -5.1962 0.0000
C 0.4211 -2.8710 1.2015 -0.0077
C -2.5840 -1.3708 1.6971 -0.0059
C 0.8290 3.0851 -0.8450 -0.0005
C -2.6260 -0.1121 1.0079 -0.0084
C 0.6702 0.8143 -0.0653 -0.0087
C 1.9833 -1.9215 2.6258 -0.0057
C 0.0648 0.6746 -5.5418 0.0000
C -0.1705 1.1957 -4.1472 0.0000
C 1.3949 -1.3582 -4.8838 0.0000
C 0.6818 0.8752 5.1992 0.0033
C -2.4888 0.9338 1.9759 -0.0075
C -0.0254 -3.0685 2.5473 -0.0101
C 0.3135 1.6974 -1.2454 -0.0008
C 1.6800 -2.1804 1.2490 -0.0055
C -2.4787 -1.0961 3.0995 -0.0097
C 0.9369 -2.4869 3.4258 -0.0116
C -2.4140 0.3218 3.2680 -0.0103
B 0.8972 1.3491 6.6622 0.0006
H 2.8767 -1.4224 3.0047 0.0003
H 0.9562 -2.5729 4.5133 -0.0001
H -2.0369 -0.9936 -5.0989 0.0000
H 1.5847 -1.6134 -5.9341 0.0000
H -0.7409 0.8611 -6.2515 0.0000
H 1.7381 0.5256 -0.1448 0.0002
H -1.1158 1.7238 -3.9941 0.0000
H -2.6983 -2.3562 1.2375 0.0002
H 2.3323 -1.9760 0.3940 0.0001
H -0.9260 -3.6000 2.8590 0.0000
H -2.3926 0.8507 4.2213 0.0000
H 0.5522 3.8339 1.2116 0.0000
H -0.9796 -1.8389 -6.2470 0.0000
H -0.7772 1.6651 -1.3765 0.0000
H -2.5046 -1.8210 3.9140 0.0001
H 1.4453 -2.2820 -4.2945 0.0000
H 0.1307 3.8816 -1.1108 -0.0001
H 1.7633 3.2865 -1.3894 0.0000
H 2.1243 3.0214 0.8785 0.0001
H 2.0391 1.0471 6.9463 0.0002
H 0.0095 -0.1136 -0.0805 -0.0041
H 2.1882 -0.6630 -4.5841 0.0000
H 1.0415 0.9299 -5.9657 0.0000
H 0.6684 1.8185 -3.8214 0.0000
H -2.8486 0.0339 -0.0492 0.0000
H 0.0737 0.8152 7.3821 0.0001
H -2.5249 2.0120 1.7843 0.0001
H -1.1517 -2.4663 -4.5938 0.0000
H -0.0420 -3.3005 0.3072 0.0001
H 0.7182 2.5488 6.6173 0.0002
H 0.7774 1.2762 -2.1281 0.0000
```

## Properties
- HOMO (alpha / beta) (eV) = -8.36 / -8.44
- 2S+1 = 6
- HOMO-LUMO gap (alpha / beta) (eV) = 8.431 / 8.512
- LUMO energy (alpha / beta) (eV) = 0.076 / 0.074

(6)
Entry from the Open Molecules 2025 dataset: a cluster of 6 separate species, C28H66B3Cl2O10P in total at a distorted geometry (wB97M-V/def2-TZVPD).

Geometry as XYZ:
```
110
Properties=species:S:1:pos:R:3:mulliken_charge:R:1
Cl 2.0986 4.3661 -1.4668 -0.2109
Cl -1.2348 3.9191 -3.5968 -0.2435
P -0.0660 2.7226 -4.8253 -0.1789
O -0.4256 0.5088 -1.0262 -0.0788
O 1.1589 1.4164 -2.5520 -0.2009
O 9.1817 -0.4873 3.9641 -0.5402
O -2.0091 2.1102 -8.6988 -0.5467
O 0.3045 4.2621 0.3808 -0.4924
O 3.5260 -0.1746 4.6099 -0.6022
O -1.2077 1.9268 -5.6856 -0.2988
O -0.7529 0.2924 -3.3768 -0.1070
O -1.5730 -4.1151 1.9302 -0.5006
O 3.8091 3.2566 2.0697 -0.3637
C -2.8116 -0.0058 -1.8576 -0.9695
C 4.4520 4.4137 2.6102 0.4963
C 4.9401 -0.2608 4.4256 0.4492
C 1.0665 3.6022 -0.2291 0.7178
C 9.2420 -1.6997 3.2122 0.4437
C -7.6318 -2.0227 0.8369 -1.0395
C -2.9356 1.8987 -9.7703 0.3718
C 0.0667 -5.8699 1.6007 -1.5468
C 5.3279 0.2759 3.0584 -0.3735
C 10.6872 -2.1343 3.0232 -1.4077
C -4.3006 2.4611 -9.4082 -1.2646
C -5.6836 -3.0924 -0.4514 -0.8425
C 5.7578 4.6819 1.8791 -1.2668
C 1.2857 2.1375 -0.0677 -0.4378
C 0.2625 -3.6589 0.4162 -0.9662
C -0.6889 -4.7053 0.9794 0.6194
C -5.7884 1.8585 2.0944 -0.7782
C 3.5165 5.6108 2.5522 -1.3151
C -7.8541 0.4695 1.2817 -0.7626
C -3.0070 0.4214 -10.1202 -1.2411
C 8.4130 -2.7800 3.8885 -0.8978
C -3.2923 -2.3875 -1.0158 -1.0053
C -3.1135 -0.9157 -0.6429 1.3385
C -4.2061 -3.1344 -0.0448 -0.5607
C -6.9265 -0.7397 1.2493 0.4190
C -6.6732 -3.2031 0.7220 -0.9153
C 5.6677 0.4830 5.5338 -1.0638
C -7.3191 1.6878 2.0624 -0.5039
B 0.6609 1.3192 -1.2660 -0.1819
B -1.2992 0.2582 -2.0837 0.5104
B 0.1449 1.3227 -3.4860 0.4893
H 6.4020 0.1823 2.8838 0.2130
H -5.2813 1.2916 1.3212 -0.0327
H -3.8988 -4.1817 -0.0369 0.3306
H 0.6853 -5.5190 2.4311 0.3700
H -8.1771 -1.8878 -0.0984 0.3044
H 6.2800 5.5394 2.3046 0.4219
H -6.1231 -0.5423 0.5386 -0.4338
H 3.9770 6.4944 2.9956 0.4124
H -5.0065 2.3427 -10.2307 0.3883
H -4.7036 1.9441 -8.5331 0.3294
H 5.5627 4.8877 0.8230 0.2962
H -6.4463 -0.8900 2.2180 0.3417
H 11.2623 -1.3470 2.5362 0.3298
H -2.2752 -0.8481 0.0495 0.2785
H -0.6297 -6.6100 1.9947 0.3735
H 8.4161 -3.7066 3.3133 0.3928
H -8.0930 0.7680 0.2623 0.3469
H 10.7536 -3.0395 2.4185 0.3803
H -6.1191 -3.2871 1.6579 0.3853
H 0.7164 -6.3557 0.8716 0.3733
H -2.0191 0.0405 -10.3781 0.3208
H -5.8825 -3.8876 -1.1675 0.4621
H -2.5254 2.4536 -10.6142 0.2533
H 9.5623 -0.6632 4.8310 0.3437
H -7.7405 2.5797 1.6014 0.3276
H -0.2933 -2.8320 -0.0274 0.0004
H 0.8864 -3.2470 1.2142 0.3778
H -7.2486 -4.1238 0.6277 0.4370
H 3.2607 5.8408 1.5140 0.2652
H -3.6759 -2.4884 -2.0310 0.4832
H 3.6099 3.4410 1.1462 0.1445
H -3.6782 0.2482 -10.9617 0.3761
H 11.1515 -2.3350 3.9927 0.3621
H -5.3894 1.6090 3.0732 0.2935
H -5.8626 -2.1525 -0.9810 0.4163
H -4.2259 3.5204 -9.1631 0.3210
H 5.3850 0.0915 6.5117 0.3350
H 8.8084 -2.9941 4.8853 0.3399
H -3.9879 -0.5423 -0.1141 -1.0833
H 6.7497 0.3998 5.4188 0.2533
H 5.0498 1.3284 2.9748 -0.2681
H 2.5878 5.3985 3.0817 0.3233
H 7.3811 -2.4484 4.0073 -0.0080
H 2.3540 1.9344 0.0020 0.3380
H -3.2187 -0.4293 -2.7734 0.3214
H 4.7963 -0.2638 2.2731 0.3244
H -8.3694 -2.2542 1.6093 0.4483
H 5.3998 1.5434 5.5128 0.2447
H -3.3731 -0.1535 -9.2652 0.3306
H 0.9176 -4.0861 -0.3444 0.3717
H 6.4137 3.8125 1.9335 0.2867
H 3.2849 0.7565 4.5549 0.3552
H -1.3356 -5.0769 0.1823 0.2853
H -8.7798 0.1517 1.7640 0.2686
H 8.8057 -1.4607 2.2413 0.2790
H -7.7042 1.6615 3.0791 0.3172
H -5.5357 2.9044 1.9276 0.3780
H -2.3130 -2.8666 -0.9793 0.1412
H 5.1755 -1.3251 4.4824 0.1113
H 4.6627 4.1641 3.6517 0.2610
H -1.0383 -3.7665 2.6513 0.3288
H -4.0674 -2.7723 0.9721 0.3749
H -3.2761 0.9712 -1.7016 0.3743
H 0.8156 1.8565 0.8698 0.2163
H -1.2370 2.3199 -6.5665 0.3044
H -2.3526 1.6107 -7.9481 0.3100
```

## Properties
- HOMO (eV) = -9.22
- 2S+1 = 1
- SMILES = CCCCCCCCCCCB1OB(CC(=O)Cl)OB(P(O)Cl)O1.CC(C)O.CC(C)O.CC(C)O.CC(C)O.CC(C)O
- HOMO-LUMO gap (eV) = 9.496
- LUMO energy (eV) = 0.275

(7)
Entry from the Open Molecules 2025 dataset: an isolated molecule of C6H9N3OS at a distorted geometry (wB97M-V/def2-TZVPD).

Geometry as XYZ:
```
20
Properties=species:S:1:pos:R:3:nbo_charge:R:1
S 1.3862 -1.9729 -0.4893 0.4244
O -1.7852 -1.7752 -0.8421 -0.3510
N 1.6170 -2.2449 1.1064 -0.4479
N -1.0146 -0.7645 -0.6857 0.0222
N 1.4822 -3.4777 1.5521 -0.5840
C -1.3007 1.8437 -0.4072 -0.1537
C 0.3261 -0.4302 -0.3844 -0.0009
C 0.5406 0.5930 0.7174 -0.4862
C -1.1491 1.3276 -1.7829 -0.4704
C -0.7119 1.4218 0.7383 -0.1810
C -0.3477 0.0929 -1.6815 -0.1166
H -0.8784 1.8767 1.7065 0.2177
H -0.0321 -0.4089 -2.6041 0.2174
H -2.1106 0.8977 -2.0925 0.2363
H -0.9115 2.2111 -2.4067 0.2381
H 1.5359 1.0623 0.5933 0.2372
H -2.2584 2.3330 -0.3675 0.2026
H 0.7357 0.0756 1.6294 0.2432
H 1.2758 -3.6026 2.5954 0.3892
H 1.1597 -4.2458 0.9067 0.3633
```

## Properties
- HOMO (alpha / beta) (eV) = -8.20 / -7.35
- 2S+1 = 1
- energy above the lowest of the compared OMol25 structures with the same formula, charge and spin (kJ/mol) = 664.31
- HOMO-LUMO gap (alpha / beta) (eV) = 8.616 / 7.367
- LUMO energy (alpha / beta) (eV) = 0.411 / 0.015

(8)
Entry from the Open Molecules 2025 dataset: a structure of composition C39H41NO2OsP2 at a distorted geometry (wB97M-V/def2-TZVPD).

Geometry as XYZ:
```
86
Properties=species:S:1:pos:R:3:lowdin_spin:R:1
Os 0.4256 -0.5999 -0.6023 1.9883
P 3.5079 -6.2050 -5.9730 0.2836
P 5.9668 -4.6369 -5.0181 0.2724
O -2.7392 -0.0211 0.6611 0.0593
O 1.0349 2.6512 0.1421 0.0393
N -0.7200 1.0649 -0.0425 0.2211
C 4.7692 -8.9522 -8.7553 -0.0015
C 4.3851 -2.6935 -1.7836 -0.0002
C -0.1468 2.3366 0.2184 0.0296
C -0.8032 -1.8093 0.5333 -0.0010
C -1.2768 3.2305 0.7265 0.0056
C 0.1639 -2.6321 -0.1602 0.1056
C 6.9607 -3.0845 -2.8424 0.0193
C 5.5079 -2.1508 -1.1427 0.0197
C 5.6727 -6.2927 -4.3299 0.0219
C 3.4562 -7.5648 -7.2568 0.0442
C 1.8914 -6.4925 -5.1339 0.0521
C -0.6614 -7.0240 -4.1082 0.0105
C 6.7842 -2.3377 -1.6760 -0.0005
C -0.5144 -6.1273 -5.1710 -0.0010
C 0.7570 -5.8408 -5.6691 0.0125
C 0.4663 -7.6163 -3.5362 0.0023
C 2.3987 -8.4717 -7.3730 0.0245
C 9.6250 -3.9523 -6.8322 -0.0005
C 0.1266 -0.5471 2.5584 0.0187
C 1.7478 -7.3388 -4.0283 0.0151
C -2.0135 0.9527 0.4923 0.0115
C 4.6417 -7.7939 -7.9925 0.0209
C -0.8275 -1.6522 2.0532 0.0039
C 4.5481 -3.4250 -2.9603 0.0159
C 8.2609 -3.9597 -6.5278 0.0093
C -2.4652 2.3251 0.9526 0.0010
C 1.3460 -3.2450 0.5197 0.0335
C 2.3545 -2.1918 1.0708 0.0331
C 1.9970 -0.7574 0.7633 0.0472
C 8.6501 -5.6760 -4.8632 0.0144
C 10.0176 -5.6559 -5.1725 0.0025
C -0.6627 -0.2700 -2.2594 0.1072
C 10.5170 -4.7721 -6.1344 0.0068
C 3.7285 -9.8809 -8.8363 0.0282
C 4.7335 -7.0575 -4.9388 0.0217
C 1.0247 -0.0176 1.5033 0.1713
C 7.7687 -4.7696 -5.4737 0.0548
C 2.5361 -9.6207 -8.1542 0.0012
C 5.8414 -3.6277 -3.4855 0.0329
H 7.5722 -3.3222 -7.0836 0.0021
H 2.8211 -0.1302 0.3952 0.0071
H -0.3193 -3.2001 -0.9652 0.0183
H 1.0472 -3.9531 1.3175 0.0061
H 8.2778 -6.4012 -4.1371 0.0006
H 10.7044 -6.3283 -4.6519 0.0005
H -1.4943 3.9957 -0.0270 0.0007
H 1.8639 -3.8556 -0.2399 0.0006
H -1.7973 -1.9646 0.0883 0.0110
H 7.9580 -3.2533 -3.2531 0.0009
H -3.3416 2.5912 0.3608 -0.0006
H 0.3528 -8.2972 -2.6910 0.0003
H -1.3918 -5.6494 -5.6156 -0.0002
H 11.5926 -4.7233 -6.3355 0.0003
H 1.7044 -10.3152 -8.2273 -0.0001
H 2.6308 -7.7746 -3.5625 0.0008
H 0.8867 -5.1243 -6.4806 0.0020
H 4.6682 -8.1553 -4.8523 0.0045
H 10.0107 -3.2857 -7.6100 -0.0001
H 3.6804 -3.8534 -3.4681 -0.0008
H 2.5363 -2.3468 2.1572 0.0019
H -0.6254 -2.6026 2.5845 -0.0013
H -0.9706 3.7532 1.6356 0.0009
H -2.7797 2.2671 1.9982 0.0003
H -0.5052 0.2650 2.9679 0.0010
H 6.1984 -6.5683 -3.3933 0.0060
H 1.4688 -8.3047 -6.8181 0.0012
H 5.4723 -7.0875 -7.9088 0.0000
H 5.3809 -1.5765 -0.2243 0.0012
H 5.6993 -9.1427 -9.2924 -0.0006
H -1.6800 -0.7105 -2.1812 0.0300
H 7.6575 -1.8987 -1.1899 -0.0001
H -0.1499 -0.6223 -3.1652 0.0117
H 3.8368 -10.7936 -9.4258 0.0013
H -0.7282 0.8336 -2.2824 0.0155
H 3.3358 -2.3625 0.5931 0.0028
H 0.7691 -0.8730 3.3974 0.0103
H -1.8557 -1.4209 2.3850 0.0003
H 3.3824 -2.5409 -1.3835 0.0022
H -1.6593 -7.2529 -3.7284 0.0005
H 1.3499 1.0166 1.6750 0.0029
```

## Properties
- HOMO (alpha / beta) (eV) = -13.05 / -13.22
- 2S+1 = 5
- energy above the lowest of the compared OMol25 structures with the same formula, charge and spin (kJ/mol) = 48.09
- net charge = +2
- HOMO-LUMO gap (alpha / beta) (eV) = 7.055 / 4.637
- LUMO energy (alpha / beta) (eV) = -5.998 / -8.585